1.
Entry from the OMol25 dataset: a 3-piece molecular cluster, C18H40BO9 overall at a distorted geometry (ωB97M-V/def2-TZVPD).

Output
E_tot (eV): -38417.670
HOMO-LUMO gap (eV): 6.70
Lowest unoccupied orbital energy (eV): 2.28
2S+1: 1
Charge: -1

Last column: natural (NBO) charge in e.
Atoms and positions in Å:
C 3.379694 4.267530 4.442295  -0.61
C 2.960248 4.976240 3.152108  -0.41
C 1.538027 5.487587 3.282434  0.08
C 1.195976 6.402116 4.522783  -0.10
O 0.404336 5.607895 5.356770  -0.72
B -0.346067 4.831345 4.375130  0.63
C -1.211387 3.531601 4.883378  -0.78
C -1.973546 3.034517 3.725090  0.49
O -1.970198 1.904418 3.324335  -0.62
O 0.702918 4.351232 3.419191  -0.74
H 4.452243 4.083592 4.436581  0.18
H 2.857746 3.323467 4.467374  0.22
H 3.114042 4.832942 5.327115  0.21
H 3.675571 5.742129 2.851508  0.18
H 2.951178 4.225327 2.369381  0.20
H 1.152927 5.997769 2.388451  0.15
H 0.585387 7.209396 4.099650  0.15
H 2.040308 6.842682 5.049381  0.15
H -1.110448 5.505734 3.659718  -0.18
H -0.547076 2.753764 5.247994  0.21
H -1.961323 3.790567 5.634473  0.22
H -2.552373 3.817166 3.201285  0.09
C -2.671290 -5.682390 -0.422828  -0.24
O -2.276881 -4.332378 -0.399865  -0.54
C -2.788568 -3.603491 -1.504375  -0.09
C -2.827019 -2.120285 -1.204911  -0.09
O -3.931690 -1.713947 -0.412886  -0.54
C -3.885726 -2.020376 0.979755  -0.09
C -2.906407 -1.168197 1.756244  -0.10
O -1.594374 -1.683300 1.602681  -0.56
C -0.604024 -0.714669 1.896868  -0.25
H -2.310971 -6.184547 -1.329319  0.16
H -2.237366 -6.170613 0.448268  0.19
H -3.763104 -5.769537 -0.363431  0.16
H -3.800195 -3.947518 -1.752484  0.17
H -2.128110 -3.781288 -2.365884  0.17
H -2.956774 -1.598870 -2.156910  0.18
H -1.884809 -1.778805 -0.771134  0.20
H -3.704682 -3.084176 1.146449  0.18
H -4.889521 -1.796517 1.347566  0.18
H -3.162871 -1.190898 2.823343  0.17
H -2.958274 -0.133435 1.402010  0.19
H -0.682814 0.131305 1.206675  0.17
H 0.369302 -1.186575 1.759371  0.17
H -0.689567 -0.357574 2.925338  0.20
C 3.439660 -0.304109 -6.307069  -0.25
O 2.518716 -0.578010 -5.278137  -0.54
C 1.181168 -0.612508 -5.747901  -0.09
C 0.300429 -1.406789 -4.808549  -0.09
O 0.414883 -2.815521 -4.968033  -0.54
C 1.589194 -3.426786 -4.447461  -0.09
C 1.606853 -3.516916 -2.937165  -0.09
O 2.005767 -2.283555 -2.368810  -0.55
C 1.609358 -2.177088 -1.016409  -0.25
H 3.239705 0.670815 -6.767000  0.16
H 4.435148 -0.289608 -5.867006  0.19
H 3.408797 -1.086866 -7.075065  0.16
H 1.140266 -1.062053 -6.747811  0.17
H 0.810762 0.420384 -5.803840  0.17
H -0.738148 -1.176687 -5.057464  0.19
H 0.459947 -1.111806 -3.770116  0.20
H 2.490982 -2.942444 -4.825986  0.19
H 1.573690 -4.446092 -4.840975  0.18
H 2.327920 -4.287037 -2.626770  0.17
H 0.607762 -3.795950 -2.579545  0.18
H 0.517555 -2.215474 -0.931447  0.17
H 1.949192 -1.213433 -0.642498  0.20
H 2.057944 -2.973397 -0.411906  0.16

Forces on atoms 1 to 2 (eV/Å):
C 0.26 0.13 -0.53
C -0.06 0.03 0.38

=====

2.
Entry from the OMol25 dataset: a 4-piece molecular cluster, C18H40BrN4O3 overall at a distorted geometry (ωB97M-V/def2-TZVPD).

Output
E_tot (eV): -101458.747
HOMO-LUMO gap (eV): 4.18
Lowest unoccupied orbital energy (eV): 2.38
2S+1: 1
Charge: -1

Last column: natural (NBO) charge in e.
Atoms and positions in Å:
C 1.150008 -1.544001 1.184497  -0.64
C 0.564737 -1.966917 -0.219710  -0.41
C 1.062602 -1.080791 -1.400933  -0.40
C 0.033406 -0.065222 -1.954510  -0.40
C -0.505874 0.964100 -0.918315  -0.41
C -1.706276 0.462818 -0.066479  -0.41
C -2.965653 0.104300 -0.943396  -0.41
C -3.418441 -1.391689 -0.744229  -0.42
C -2.899865 -2.382281 -1.829150  -0.26
N -3.375847 -3.762170 -1.636623  -0.83
Br -2.452517 -4.450253 -0.105670  -0.12
H 0.320103 -1.672130 1.900752  0.19
H 1.509329 -0.513456 1.131866  0.22
H 1.933694 -2.266615 1.465890  0.22
H 0.963961 -2.978850 -0.403291  0.19
H -0.519246 -2.083197 -0.164850  0.23
H 2.007023 -0.605920 -1.095314  0.19
H 1.310771 -1.767340 -2.230551  0.19
H 0.574913 0.542970 -2.709341  0.18
H -0.784700 -0.538893 -2.510511  0.21
H -0.904434 1.806744 -1.524220  0.17
H 0.302487 1.411759 -0.308318  0.23
H -1.437555 -0.340911 0.626554  0.21
H -2.018459 1.319566 0.564813  0.18
H -3.824678 0.728050 -0.636609  0.18
H -2.781441 0.338829 -2.004585  0.18
H -3.158516 -1.699814 0.277536  0.20
H -4.520804 -1.405235 -0.798273  0.19
H -3.225328 -2.000517 -2.817832  0.16
H -1.791905 -2.421692 -1.862052  0.14
C 0.564276 1.818955 2.808125  0.54
O 1.067464 1.668864 1.717317  -0.62
N -0.069566 2.945230 3.204860  -0.43
C -0.653667 3.082737 4.521445  -0.40
C -0.164477 4.041350 2.259144  -0.42
H 0.579855 1.028697 3.575946  0.11
H -1.726455 3.267037 4.427544  0.20
H -0.187976 3.923540 5.042316  0.19
H -0.500248 2.175994 5.104300  0.21
H -0.694227 3.698769 1.369062  0.23
H 0.837798 4.360431 1.965923  0.21
H -0.700171 4.879094 2.699620  0.20
C -2.926537 4.721684 -1.558348  0.53
O -2.468549 5.171577 -0.529615  -0.63
N -2.231928 4.558715 -2.705665  -0.43
C -2.839422 4.008005 -3.899798  -0.40
C -0.833342 4.945218 -2.735041  -0.42
H -3.974957 4.393202 -1.636899  0.11
H -2.310689 3.098079 -4.191345  0.21
H -2.776978 4.737652 -4.711209  0.19
H -3.885372 3.766274 -3.720116  0.21
H -0.281234 4.375739 -1.985309  0.23
H -0.742184 6.007279 -2.498812  0.21
H -0.413249 4.753195 -3.719688  0.20
C 5.052133 -3.728451 1.721457  0.53
O 4.229591 -2.863324 1.528385  -0.60
N 4.863289 -5.040035 1.447585  -0.43
C 5.885141 -6.033089 1.699945  -0.40
C 3.589431 -5.456543 0.881551  -0.42
H 6.046330 -3.510525 2.146907  0.09
H 6.153278 -6.528045 0.763317  0.19
H 5.505713 -6.777539 2.404188  0.19
H 6.774937 -5.567968 2.121732  0.21
H 3.423463 -4.941771 -0.065772  0.22
H 2.780357 -5.189553 1.562785  0.22
H 3.586677 -6.531717 0.717019  0.20

Forces on atoms 1 to 2 (eV/Å):
C -0.91 -0.86 -0.85
C 1.19 -0.24 0.38

=====

3.
Entry from the OMol25 dataset: a 6-piece molecular cluster, C18H40F6NO18P3 overall at a distorted geometry (ωB97M-V/def2-TZVPD).

Output
E_tot (eV): -101835.789
HOMO-LUMO gap (eV): 10.90
Lowest unoccupied orbital energy (eV): 0.39
2S+1: 1

Last column: Löwdin charge in e.
Atoms and positions in Å:
C 21.845460 -40.201764 -1.340567  -0.06
C 20.419985 -39.822170 -1.040565  -0.21
O 20.212272 -38.424141 -0.917902  0.05
C 20.141252 -37.666519 -1.978537  -0.39
O 20.178957 -38.083984 -3.113534  0.15
C 19.852323 -36.180982 -1.708566  -0.54
F 19.955227 -35.897375 -0.399078  0.16
F 20.687121 -35.418661 -2.389436  0.17
F 18.592048 -35.909252 -2.082010  0.16
H 22.092408 -40.040830 -2.387416  0.09
H 21.957520 -41.272583 -1.157835  0.09
H 22.513516 -39.667832 -0.662404  0.06
H 20.030113 -40.283109 -0.133763  0.13
H 19.804464 -40.319405 -1.798296  0.13
C 28.300701 -30.022941 -3.776891  -0.05
C 27.952195 -28.703422 -4.423200  -0.18
O 29.087888 -28.262668 -5.216866  0.02
C 29.949209 -27.438282 -4.634749  -0.40
O 29.925426 -27.172171 -3.471001  0.16
C 31.048493 -26.934069 -5.582172  -0.55
F 31.203387 -25.625448 -5.292478  0.15
F 32.219424 -27.530396 -5.407278  0.18
F 30.693182 -27.061019 -6.857284  0.17
H 27.402706 -30.516208 -3.403206  0.07
H 28.947089 -29.809319 -2.922595  0.08
H 28.858747 -30.693374 -4.427154  0.08
H 27.690624 -27.954360 -3.680080  0.12
H 27.187236 -28.795661 -5.191534  0.12
C 22.591906 -30.800886 -4.434096  -0.08
O 21.804490 -31.818110 -5.059226  -0.22
P 20.483433 -32.336472 -4.340177  0.40
O 20.677619 -32.708885 -2.935237  -0.22
O 19.431037 -31.130254 -4.586297  -0.22
C 19.325045 -30.607766 -5.908688  -0.10
O 19.954824 -33.469019 -5.333084  -0.20
C 18.735415 -34.118132 -5.026671  -0.11
H 22.606138 -29.903526 -5.049010  0.09
H 23.552824 -31.222443 -4.158622  0.06
H 22.144080 -30.456802 -3.495388  0.09
H 18.834043 -31.278032 -6.613157  0.09
H 20.296317 -30.333678 -6.325433  0.08
H 18.768406 -29.677973 -5.802310  0.09
H 18.936068 -35.190337 -4.971042  0.09
H 17.987341 -33.988584 -5.812399  0.09
H 18.239037 -33.842453 -4.094450  0.09
C 26.466819 -36.579088 -1.805872  -0.08
O 25.953668 -36.434466 -0.476347  -0.23
P 24.545917 -37.074813 -0.093584  0.38
O 23.519788 -36.985724 -1.146234  -0.22
O 24.844540 -38.577063 0.416129  -0.21
C 25.266252 -39.568283 -0.497492  -0.12
O 24.322734 -36.284786 1.243872  -0.21
C 23.042277 -36.119440 1.858064  -0.05
H 25.732578 -37.044887 -2.464158  0.09
H 27.384960 -37.164244 -1.794715  0.09
H 26.687215 -35.591966 -2.212020  0.09
H 24.909597 -39.369560 -1.511975  0.09
H 24.892245 -40.554783 -0.218932  0.09
H 26.357266 -39.649459 -0.478711  0.09
H 22.475150 -35.294764 1.432569  0.10
H 23.188773 -35.951581 2.921768  0.08
H 22.476290 -37.048703 1.768709  0.09
C 26.498769 -33.970301 1.499977  -0.09
O 26.176805 -32.896933 2.367121  -0.20
P 25.973966 -33.000560 3.937415  0.38
O 25.504751 -31.783246 4.600062  -0.22
O 27.357197 -33.598352 4.500835  -0.22
C 28.567746 -32.922535 4.146449  -0.09
O 24.952833 -34.239109 4.075386  -0.24
C 24.715400 -34.807054 5.366568  -0.10
H 26.373744 -34.954277 1.950289  0.08
H 27.531234 -33.851378 1.167017  0.09
H 25.856409 -33.961773 0.621559  0.07
H 28.354744 -31.873896 3.935425  0.09
H 29.079052 -33.392013 3.306897  0.08
H 29.234850 -32.962030 5.005922  0.09
H 25.351751 -35.670290 5.551025  0.09
H 23.653217 -35.053677 5.376382  0.09
H 24.854796 -34.051692 6.144190  0.09
C 23.622221 -33.747359 -1.701206  0.04
N 24.492022 -33.208252 -2.757543  -0.45
O 24.433263 -33.749730 -3.842510  0.07
O 25.210105 -32.269948 -2.489203  0.05
H 23.351909 -33.009055 -0.953252  0.11
H 24.253665 -34.469297 -1.182166  0.06
H 22.776956 -34.262501 -2.136545  0.08

Forces on atoms 1 to 2 (eV/Å):
C 0.20 -0.11 0.44
C -0.45 -1.56 -0.61

=====

Q: What is the formula in the second record?
A: C18H40BrN4O3

=====

Q: Which of these has the lowest HOMO-LUMO gap?
A: C18H40BrN4O3

=====

Q: Which formula does entry 2 have?
A: C18H40BrN4O3